{
  "formula": "C40H57O3PtSe2",
  "method": "wB97M-V/def2-TZVPD",
  "homo_lumo_gap_ev": 6.1,
  "homo_energy_ha": -0.1373,
  "charge": -1,
  "e_tot_ha": -6706.3864,
  "elements": ["Pt", "C", "C", "C", "C", "C", "C", "C", "Se", "C", "C", "C", "C", "C", "C", "O", "C", "C", "C", "C", "C", "C", "C", "C", "C", "O", "C", "C", "C", "C", "C", "C", "H", "H", "H", "H", "H", "H", "H", "H", "H", "H", "H", "H", "H", "H", "H", "H", "H", "H", "H", "H", "H", "H", "H", "H", "H", "H", "H", "H", "H", "H", "H", "H", "H", "H", "H", "H", "H", "H", "H", "H", "C", "C", "C", "C", "C", "C", "Se", "C", "C", "C", "H", "H", "H", "H", "H", "H", "H", "H", "H", "H", "H", "C", "C", "C", "O", "H", "H", "H", "H", "H", "H"],
  "coordinates": [[-1.121848, 1.160327, -1.787908], [6.286569, -0.668740, -2.554590], [5.171911, -1.126014, -1.603632], [5.616083, -0.891444, -0.152812], [4.961365, -2.626988, -1.806371], [3.894484, -0.332484, -1.873319], [2.663258, -0.928120, -2.101706], [1.534735, -0.150779, -2.305697], [-0.131145, -1.056319, -2.649320], [-0.842500, -1.695333, -0.963410], [-0.272661, -2.807757, -0.377838], [-0.857365, -3.406874, 0.732735], [-2.062081, -2.870393, 1.178596], [-2.682237, -1.759382, 0.607588], [-2.045357, -1.122468, -0.482013], [-2.602441, -0.087439, -1.103558], [-4.066798, -1.298823, 1.084588], [-5.069826, -1.498010, -0.063335], [-4.057707, 0.170841, 1.505252], [-4.562446, -2.107025, 2.285919], [-0.222447, -4.652826, 1.347949], [1.272088, -4.412921, 1.606320], [-0.877928, -5.037882, 2.674945], [-0.379488, -5.828488, 0.371774], [1.578405, 1.262200, -2.366547], [0.494234, 1.965881, -2.671179], [2.827679, 1.881139, -2.127273], [3.923035, 1.060127, -1.880479], [3.077790, 3.400463, -2.073694], [4.211234, 3.757330, -3.051272], [3.507241, 3.778475, -0.646874], [1.875480, 4.281809, -2.434114], [7.179386, -1.285460, -2.418137], [6.566852, 0.370138, -2.376644], [5.962728, -0.753843, -3.593754], [6.563912, -1.399476, 0.049910], [4.864028, -1.271379, 0.541503], [5.746838, 0.172724, 0.049836], [5.902931, -3.155481, -1.638505], [4.622985, -2.849114, -2.820594], [4.227098, -3.027174, -1.104620], [2.554641, -2.004640, -2.118615], [0.638366, -3.208654, -0.807463], [-2.543842, -3.335067, 2.025197], [-4.754449, -0.940621, -0.943865], [-6.060376, -1.145840, 0.240812], [-5.146615, -2.556331, -0.328030], [-3.777182, 0.819361, 0.676695], [-3.351849, 0.325923, 2.315876], [-5.054857, 0.455718, 1.857565], [-4.641138, -3.174108, 2.063253], [-5.559400, -1.753417, 2.559269], [-3.910912, -1.976464, 3.153665], [1.421321, -3.513824, 2.207493], [1.827160, -4.288637, 0.675584], [1.705587, -5.263834, 2.139145], [-0.818092, -4.223323, 3.400203], [-0.365786, -5.906624, 3.095744], [-1.927915, -5.305999, 2.544688], [0.097986, -5.606360, -0.584109], [-1.436136, -6.025528, 0.179173], [0.074273, -6.736108, 0.781489], [4.867001, 1.545618, -1.659658], [5.165977, 3.314745, -2.761153], [4.344017, 4.842033, -3.081159], [3.972832, 3.412688, -4.059855], [4.383213, 3.212950, -0.321970], [2.694244, 3.577946, 0.052458], [3.751372, 4.844210, -0.603446], [1.500255, 4.071582, -3.434288], [2.201827, 5.326593, -2.390565], [1.050949, 4.141557, -1.738840], [-2.128025, 2.065985, 6.091005], [-1.651750, 2.039618, 4.661911], [-2.160653, 2.924493, 3.720756], [-1.727679, 2.916294, 2.399473], [-2.332717, 3.885768, 1.423721], [-0.740633, 2.001994, 1.998174], [0.004854, 2.108489, 0.239769], [-0.220064, 1.094689, 2.933467], [0.828388, 0.078719, 2.575004], [-0.690365, 1.130406, 4.245458], [-2.495503, 3.056092, 6.363845], [-1.322736, 1.800836, 6.777751], [-2.943173, 1.355388, 6.252892], [-2.916883, 3.644455, 4.020880], [-3.206659, 4.373001, 1.860647], [-2.621841, 3.379949, 0.501151], [-1.606763, 4.648752, 1.134876], [1.532509, 0.472780, 1.844000], [0.367338, -0.799266, 2.122336], [1.371071, -0.238094, 3.469069], [-0.279022, 0.426657, 4.964351], [-3.590345, 1.024919, -4.219534], [-3.532782, 2.404105, -3.615465], [-4.821645, 3.175749, -3.471194], [-2.492355, 2.853850, -3.187241], [-4.369598, 0.936910, -4.976767], [-3.800786, 0.315556, -3.412366], [-2.613810, 0.770225, -4.628030], [-5.498173, 3.004836, -4.308252], [-4.603647, 4.236144, -3.365677], [-5.317101, 2.832135, -2.559020]],
  "forces_ev_per_a": [[0.5, -0.8, 0.2], [0.0, 0.0, 0.0], [0.0, 0.0, 0.0], [0.0, 0.0, 0.0], [0.0, 0.0, 0.0], [0.0, 0.0, 0.0], [0.0, 0.0, 0.0], [0.1, -0.1, 0.0], [-0.2, 0.2, -0.1], [0.0, 0.0, 0.0], [0.0, 0.0, 0.1], [0.0, 0.0, 0.0], [0.0, 0.1, 0.1], [-0.1, -0.1, 0.0], [-0.1, 0.1, -0.5], [0.0, 0.3, 0.6], [0.0, -0.1, -0.1], [0.0, 0.0, 0.0], [0.0, 0.1, -0.1], [0.0, 0.0, 0.0], [0.0, 0.0, 0.0], [0.0, 0.0, 0.0], [0.0, 0.0, 0.0], [0.0, 0.0, 0.0], [-0.3, 0.0, -0.3], [0.3, 0.1, 0.4], [0.1, 0.0, 0.0], [0.0, 0.0, 0.0], [0.0, 0.0, 0.0], [0.0, 0.0, 0.0], [0.0, 0.0, 0.0], [0.0, 0.0, 0.0], [0.0, 0.0, 0.0], [0.0, 0.0, 0.0], [0.0, 0.0, 0.0], [0.0, 0.0, 0.0], [0.0, 0.0, 0.0], [0.0, 0.0, 0.0], [0.0, 0.0, 0.0], [0.0, 0.0, 0.0], [0.0, 0.0, 0.0], [0.0, 0.0, 0.0], [0.0, 0.0, 0.0], [0.0, 0.0, 0.0], [0.0, 0.0, 0.0], [0.0, 0.0, 0.0], [0.0, 0.0, 0.0], [0.0, 0.0, 0.0], [0.2, 0.1, 0.2], [0.0, 0.0, 0.0], [0.0, 0.0, 0.0], [0.0, 0.0, 0.0], [0.0, 0.0, 0.0], [0.0, 0.0, 0.0], [0.0, 0.0, 0.0], [0.0, 0.0, 0.0], [0.0, 0.0, 0.0], [0.0, 0.0, 0.0], [0.0, 0.0, 0.0], [0.0, 0.0, 0.0], [0.0, 0.0, 0.0], [0.0, 0.0, 0.0], [0.0, 0.0, 0.0], [0.0, 0.0, 0.0], [0.0, 0.0, 0.0], [0.0, 0.0, 0.0], [0.0, 0.0, 0.0], [0.0, 0.0, 0.0], [0.0, 0.0, 0.0], [0.0, 0.0, 0.0], [0.0, 0.0, 0.0], [0.0, 0.0, 0.0], [0.0, 0.0, 0.0], [0.0, 0.0, 0.0], [0.0, 0.0, 0.0], [-0.1, -0.1, 0.0], [0.0, 0.0, 0.0], [-0.3, -0.1, -0.1], [0.1, 0.2, -0.2], [-0.1, 0.0, 0.1], [0.1, 0.0, 0.0], [0.0, 0.0, 0.0], [0.0, 0.0, 0.0], [0.0, 0.0, 0.0], [0.0, 0.0, 0.0], [0.0, 0.0, 0.0], [0.0, 0.0, 0.0], [0.0, 0.0, 0.0], [0.0, 0.0, 0.0], [0.0, 0.0, 0.0], [-0.1, -0.1, -0.1], [0.0, 0.0, 0.0], [0.0, 0.0, 0.0], [-0.1, 0.0, 0.0], [0.1, -0.1, 0.1], [0.0, 0.0, 0.0], [-0.3, 0.2, -0.2], [0.0, 0.0, 0.0], [0.0, 0.0, 0.0], [0.0, 0.0, 0.0], [0.0, 0.0, 0.0], [0.0, 0.0, 0.0], [0.0, 0.0, 0.0]]
}